ORCA calculation (ωB97M-V with the def2-TZVPD basis set) on a gas-phase ion, CH2NO3S (charge -1) at a distorted geometry.

XYZ file:
```
8
Properties=species:S:1:pos:R:3
C 0.106 -0.298 -0.242
N 1.170 -0.592 -0.753
S 2.777 0.531 -0.349
O 3.300 0.803 -1.659
O 3.646 -0.342 0.482
O 2.225 1.705 0.242
H -0.950 -0.562 -0.592
H 0.061 0.422 0.687
```

E_HOMO (eV): -4.7210
Frontier orbital gap (eV): 8.93
Total charge: -1
Relative energy (zero: lowest compared OMol25 entry of this formula, charge and spin) (kcal per mole): 30.17
SMILES: C=NS(=O)(=O)[O-]
Largest force on an atom (eV/A): 4.87
LUMO level (eV): 4.2
E (eV): -19537.5940